Entry 1:
{"formula": "C25H62N2O5P", "method": "ωB97M-V/def2-TZVPD", "species": ["C", "O", "C", "C", "C", "C", "C", "C", "C", "C", "C", "C", "C", "C", "P", "H", "H", "H", "H", "H", "H", "H", "H", "H", "H", "H", "H", "H", "H", "H", "H", "H", "H", "H", "H", "H", "H", "H", "H", "H", "H", "H", "H", "H", "H", "H", "H", "C", "O", "C", "C", "N", "C", "C", "O", "C", "H", "H", "H", "H", "H", "H", "H", "H", "H", "H", "H", "H", "H", "H", "H", "C", "O", "C", "C", "N", "C", "C", "O", "C", "H", "H", "H", "H", "H", "H", "H", "H", "H", "H", "H", "H", "H", "H", "H"], "xyz": [[-9.765788, 6.495091, -2.249580], [-9.926988, 5.395233, -3.120518], [-9.272756, 5.502061, -4.371461], [-8.004171, 4.665704, -4.406817], [-8.333068, 3.158993, -4.305382], [-7.580664, 2.415464, -3.184887], [-8.514101, 1.706938, -2.186414], [-7.835387, 0.496861, -1.552649], [-6.895406, 0.854890, -0.402213], [-6.200232, -0.406920, 0.163893], [-6.374855, -0.586904, 1.690944], [-5.077991, -0.373868, 2.468620], [-5.197253, -0.959074, 3.872705], [-4.075374, -0.619075, 4.889218], [-2.287678, -0.293704, 4.240946], [-10.720317, 6.684007, -1.760526], [-9.477183, 7.408665, -2.767335], [-9.046658, 6.287255, -1.456407], [-9.079437, 6.535235, -4.664660], [-9.952833, 5.084016, -5.116083], [-7.353437, 4.979660, -3.592923], [-7.488143, 4.868496, -5.342985], [-9.407216, 3.068913, -4.174639], [-8.108681, 2.701003, -5.266216], [-6.893016, 1.689508, -3.610177], [-7.005549, 3.153860, -2.634997], [-9.461541, 1.454414, -2.655054], [-8.713399, 2.415933, -1.382164], [-8.573833, -0.208783, -1.168809], [-7.261450, -0.057788, -2.294761], [-7.485615, 1.349564, 0.365847], [-6.134711, 1.545057, -0.762735], [-6.615709, -1.271179, -0.350748], [-5.140748, -0.373877, -0.066314], [-6.713981, -1.609438, 1.854505], [-7.165786, 0.070636, 2.050006], [-4.769466, 0.667157, 2.474838], [-4.309176, -0.919856, 1.929774], [-5.359830, -2.032414, 3.807937], [-6.133400, -0.557717, 4.280021], [-3.973265, -1.489352, 5.539829], [-4.380586, 0.200069, 5.539952], [-2.063584, 0.622861, 5.404681], [-2.725988, 0.866345, 3.433084], [-2.447950, -1.242958, 3.115173], [-1.774830, -1.424359, 5.083065], [-0.916041, -0.049796, 3.827890], [4.838989, -4.274530, 2.872677], [5.131934, -3.080871, 2.174100], [4.927204, -3.154485, 0.767984], [3.739204, -2.318360, 0.338140], [2.484002, -2.900762, 0.788526], [1.315546, -2.032846, 0.625233], [1.280866, -0.709551, 1.384298], [1.164478, -0.841067, 2.778855], [2.362449, -1.052762, 3.486838], [5.195484, -4.150522, 3.894093], [3.763666, -4.475099, 2.905230], [5.351671, -5.131512, 2.424044], [4.820173, -4.190938, 0.433975], [5.825352, -2.744452, 0.296234], [3.729445, -2.257761, -0.755046], [3.891263, -1.304470, 0.733158], [2.566156, -3.141206, 1.767703], [0.443447, -2.608485, 0.941851], [1.188019, -1.827104, -0.443575], [0.373698, -0.186095, 1.069559], [2.123324, -0.051757, 1.125200], [3.214196, -0.546229, 3.019311], [2.584900, -2.120159, 3.597637], [2.221355, -0.645216, 4.488735], [7.501768, -0.142587, 0.015454], [7.718531, -0.652844, -1.288496], [8.274262, 0.280722, -2.203594], [9.698951, -0.089565, -2.561947], [10.600122, 0.102697, -1.432491], [11.932568, -0.465508, -1.615127], [12.058376, -1.975246, -1.804033], [11.730007, -2.739176, -0.660005], [10.350678, -3.010818, -0.480828], [6.922845, -0.882564, 0.564082], [8.444731, 0.019783, 0.548665], [6.935739, 0.792373, -0.013282], [8.218804, 1.300804, -1.813027], [7.668595, 0.236765, -3.113521], [10.032763, 0.540731, -3.392074], [9.686041, -1.130697, -2.910522], [10.184864, -0.310837, -0.607855], [12.517930, -0.197639, -0.731999], [12.405079, 0.031271, -2.469145], [13.112766, -2.186334, -2.002819], [11.502222, -2.336122, -2.677743], [9.828966, -3.118264, -1.434948], [9.863180, -2.237691, 0.118379], [10.268460, -3.949841, 0.066642]], "forces_ev_per_angstrom": [[-0.21, -0.14, 0.29], [-0.10, 0.44, -0.13], [0.13, -0.51, -0.25], [-0.30, -0.11, -0.05], [0.42, 0.34, 0.03], [-0.74, 0.17, -0.06], [0.75, 0.06, 0.10], [-0.10, -0.05, 0.23], [0.21, -0.57, -0.39], [-0.57, 0.58, 0.41], [0.36, -0.10, -0.57], [-0.28, -0.69, -0.13], [-0.01, 0.98, 0.52], [-0.29, -0.60, -0.54], [0.65, 0.04, 0.84], [-0.12, -0.02, 0.00], [0.11, 0.04, -0.16], [0.24, -0.05, -0.05], [-0.02, 0.21, 0.24], [-0.18, 0.07, -0.07], [0.14, 0.03, 0.07], [0.17, 0.14, -0.09], [-0.16, -0.14, 0.19], [-0.01, -0.13, -0.12], [0.17, -0.06, -0.05], [0.36, -0.07, 0.06], [-0.08, -0.14, -0.11], [-0.41, 0.06, 0.03], [-0.16, -0.02, 0.07], [0.00, -0.06, -0.25], [0.07, 0.16, 0.18], [-0.02, 0.30, 0.04], [0.00, -0.17, -0.09], [0.20, -0.06, -0.08], [-0.05, -0.13, 0.25], [-0.13, 0.06, 0.12], [-0.06, 0.19, 0.09], [0.32, 0.05, -0.02], [0.13, -0.24, -0.19], [-0.20, -0.11, 0.08], [0.15, -0.07, 0.19], [0.08, 0.36, -0.12], [-0.10, 0.11, 0.03], [-0.27, 0.03, -0.16], [-0.22, -0.05, -0.21], [-0.01, -0.13, -0.02], [-0.02, 0.09, -0.10], [0.02, 0.14, 0.02], [0.01, -0.20, 0.01], [0.11, 0.26, -0.13], [-0.15, -0.09, 0.19], [0.09, 0.07, 0.01], [-0.05, -0.17, 0.02], [-0.20, 0.14, -0.10], [0.37, -0.13, -0.09], [-0.21, 0.03, 0.11], [0.00, 0.04, -0.01], [0.01, -0.09, -0.03], [-0.03, -0.03, -0.01], [-0.09, -0.03, 0.08], [0.00, -0.07, -0.05], [0.00, 0.04, -0.01], [0.10, 0.04, -0.10], [-0.02, 0.03, 0.02], [-0.03, 0.04, -0.01], [0.04, 0.03, 0.00], [-0.01, -0.02, 0.03], [0.10, -0.09, 0.03], [0.03, -0.05, -0.04], [0.14, 0.01, -0.04], [-0.04, 0.01, -0.02], [0.00, -0.12, -0.07], [0.02, 0.10, 0.16], [-0.06, -0.12, -0.25], [0.05, -0.02, 0.21], [-0.02, -0.15, -0.08], [-0.07, 0.11, 0.16], [0.22, -0.01, -0.08], [-0.10, 0.01, -0.05], [0.12, -0.07, 0.15], [0.00, 0.00, 0.00], [-0.03, 0.12, 0.03], [0.03, 0.03, 0.02], [0.06, -0.02, 0.09], [-0.01, 0.03, 0.01], [0.02, -0.02, -0.01], [-0.05, 0.02, -0.12], [-0.02, 0.03, 0.00], [0.05, -0.01, -0.03], [-0.02, -0.03, -0.04], [0.00, -0.01, 0.01], [-0.12, 0.04, 0.05], [-0.02, 0.07, -0.02], [-0.10, 0.02, -0.09], [0.04, -0.01, -0.02]], "homo_lumo_gap_ev": 4.8, "total_charge": -1, "homo_energy_ev": -2.69, "max_force_ev_per_a": 1.11, "spin_multiplicity": 1, "total_energy_ev": -49429.90985, "lumo_ev": 2.06}

---

Entry 2:
{"formula": "C25H62Nb", "method": "ωB97M-V/def2-TZVPD", "species": ["C", "C", "C", "C", "C", "C", "C", "Nb", "H", "H", "H", "H", "H", "H", "H", "H", "H", "H", "H", "H", "H", "H", "H", "H", "H", "H", "H", "H", "C", "C", "C", "C", "C", "C", "H", "H", "H", "H", "H", "H", "H", "H", "H", "H", "H", "H", "H", "H", "C", "C", "C", "C", "C", "C", "H", "H", "H", "H", "H", "H", "H", "H", "H", "H", "H", "H", "H", "H", "C", "C", "C", "C", "C", "C", "H", "H", "H", "H", "H", "H", "H", "H", "H", "H", "H", "H", "H", "H"], "xyz": [[2.288636, 2.928116, 0.373082], [1.252913, 3.102192, -0.749413], [0.218994, 1.958574, -0.837013], [0.580786, 0.813467, -1.807041], [0.528032, -0.571132, -1.154109], [1.641269, -0.810619, -0.125345], [1.535116, -2.155183, 0.604070], [3.228539, -2.321311, 2.069955], [2.564897, 3.887466, 0.822550], [1.903421, 2.289894, 1.175426], [3.213569, 2.460042, 0.020422], [1.763851, 3.182738, -1.718262], [0.727028, 4.055521, -0.609565], [-0.756284, 2.378087, -1.116375], [0.081480, 1.535786, 0.166832], [-0.081725, 0.837718, -2.681420], [1.597624, 0.974749, -2.194893], [-0.446398, -0.704395, -0.662152], [0.596697, -1.352328, -1.923830], [1.624969, 0.014173, 0.603424], [2.615653, -0.728891, -0.633653], [1.578581, -2.988139, -0.120227], [0.554461, -2.217068, 1.100801], [4.224146, -0.793182, 2.212733], [4.511266, -2.808133, 0.779674], [2.813564, -3.974898, 2.798467], [2.134063, -1.316661, 3.179024], [4.273227, -2.639637, 3.561440], [-2.824106, 2.726392, -3.523252], [-2.107767, 2.998679, -4.840956], [-0.645729, 3.411243, -4.663522], [-0.435878, 4.696786, -3.861108], [-1.124351, 5.935313, -4.431494], [-0.639827, 6.310308, -5.826505], [-2.865361, 3.617865, -2.894110], [-3.850503, 2.395344, -3.688022], [-2.309258, 1.947839, -2.955433], [-2.648411, 3.768744, -5.400704], [-2.140343, 2.098058, -5.460234], [-0.178252, 3.509256, -5.647322], [-0.112094, 2.603183, -4.155220], [0.640198, 4.888948, -3.793555], [-0.770992, 4.536316, -2.832712], [-0.950526, 6.773331, -3.750995], [-2.208046, 5.783449, -4.450403], [0.439202, 6.484382, -5.828617], [-1.124509, 7.218733, -6.187764], [-0.846663, 5.519124, -6.549452], [-3.379850, 1.539668, 4.487349], [-3.695989, 2.929435, 3.948499], [-3.517369, 3.050737, 2.434816], [-2.097469, 2.777032, 1.936189], [-1.012422, 3.664494, 2.543459], [-1.197933, 5.144829, 2.234344], [-2.340174, 1.262681, 4.308302], [-3.551644, 1.480856, 5.563061], [-4.007464, 0.784477, 4.007560], [-3.066928, 3.668427, 4.454359], [-4.728090, 3.190642, 4.200161], [-3.832789, 4.049623, 2.118762], [-4.198387, 2.349552, 1.940859], [-2.075558, 2.900635, 0.848843], [-1.840197, 1.730648, 2.120376], [-0.044646, 3.335773, 2.157352], [-0.967500, 3.515659, 3.626312], [-1.220879, 5.313009, 1.153725], [-0.382658, 5.742351, 2.645566], [-2.130720, 5.533274, 2.648893], [3.161153, -9.308366, 2.242802], [1.816025, -8.719831, 2.649345], [0.764831, -8.777645, 1.540366], [1.131599, -7.999835, 0.272920], [1.439593, -6.521932, 0.505867], [0.279388, -5.728659, 1.093446], [3.604523, -8.755395, 1.413319], [3.873039, -9.278971, 3.068744], [3.053545, -10.350716, 1.928855], [1.955622, -7.684747, 2.971664], [1.433407, -9.259228, 3.520841], [-0.183041, -8.401295, 1.934549], [0.587687, -9.825550, 1.271773], [0.301805, -8.086721, -0.437602], [1.991272, -8.474029, -0.209862], [1.737085, -6.071029, -0.445086], [2.306717, -6.415019, 1.163542], [-0.600173, -5.773458, 0.445151], [0.577428, -4.689643, 1.218772], [-0.007996, -6.101978, 2.078594]], "forces_ev_per_angstrom": [[0.16, -0.09, 0.00], [-0.14, -0.01, -0.03], [-0.01, 0.06, 0.00], [0.23, -0.02, 0.08], [0.02, -0.11, -0.08], [0.14, 0.14, 0.10], [-0.69, -0.33, 0.42], [0.19, -0.79, -0.35], [-0.01, -0.08, -0.10], [0.04, 0.12, -0.08], [-0.16, -0.02, 0.04], [-0.08, 0.09, 0.12], [0.02, -0.13, 0.05], [0.12, -0.06, -0.03], [-0.02, 0.10, -0.11], [0.05, -0.01, 0.10], [-0.11, -0.03, 0.04], [0.10, 0.00, -0.04], [-0.04, 0.10, 0.08], [0.02, -0.16, -0.05], [-0.14, 0.02, 0.00], [0.04, 0.13, 0.08], [0.06, -0.03, -0.19], [0.06, -0.60, 0.42], [-0.02, 0.65, -0.07], [0.31, 0.42, -0.10], [0.38, 0.48, -0.40], [-0.52, 0.14, 0.07], [0.00, 0.01, 0.04], [0.02, 0.01, -0.02], [-0.01, 0.00, 0.02], [0.05, -0.04, 0.02], [-0.04, -0.01, 0.04], [0.02, 0.00, -0.04], [0.00, 0.00, -0.01], [0.00, -0.01, -0.01], [0.00, 0.01, 0.00], [0.01, -0.01, 0.00], [-0.01, 0.00, 0.00], [-0.01, 0.01, -0.01], [0.01, -0.01, -0.01], [-0.01, 0.01, 0.01], [0.00, 0.02, 0.00], [-0.01, 0.00, -0.01], [0.01, 0.00, 0.01], [-0.01, -0.01, 0.00], [0.00, 0.00, 0.01], [0.00, 0.01, 0.00], [0.01, -0.04, 0.00], [0.00, 0.03, -0.01], [0.01, 0.02, 0.01], [0.03, -0.03, -0.02], [0.00, -0.03, 0.00], [-0.01, 0.04, -0.02], [0.00, 0.01, 0.00], [-0.01, 0.01, 0.00], [0.01, 0.01, 0.00], [-0.01, 0.00, -0.01], [0.00, 0.00, 0.01], [0.01, 0.00, 0.00], [0.00, 0.00, 0.01], [-0.03, -0.01, 0.00], [0.00, 0.00, -0.01], [0.00, 0.00, 0.01], [0.00, 0.00, -0.01], [-0.01, 0.00, 0.01], [0.01, -0.01, 0.00], [0.00, 0.00, 0.00], [0.03, -0.01, -0.02], [-0.03, 0.02, 0.01], [0.01, 0.00, -0.01], [-0.02, -0.02, 0.03], [0.03, 0.00, 0.00], [0.09, -0.03, 0.03], [0.00, 0.00, 0.01], [-0.01, 0.00, 0.01], [0.00, 0.01, -0.01], [-0.01, -0.01, 0.00], [0.01, 0.00, 0.00], [0.00, 0.00, -0.01], [0.00, 0.00, 0.01], [0.00, 0.01, 0.00], [0.00, -0.01, 0.00], [-0.01, 0.00, 0.00], [0.00, 0.00, -0.02], [0.00, 0.02, -0.01], [-0.10, 0.05, 0.01], [0.00, -0.01, -0.01]], "homo_lumo_gap_ev": 6.8, "total_charge": -1, "homo_energy_ev": -4.42, "max_force_ev_per_a": 0.89, "spin_multiplicity": 1, "total_energy_ev": -28476.75125, "lumo_ev": 2.33}